C28H41BrI2NO3PRuS2 | wB97M-V/def2-TZVPD

Each line ends with the Löwdin charge.
CARTESIAN COORDINATES (ANGSTROEM)
Ru -0.327 -0.256 -0.069  1.250
O 0.005 -1.070 1.887  -0.728
S -0.418 -1.190 3.376  1.064
C 0.200 0.328 4.164  -0.273
C 1.465 0.923 3.539  -0.235
C 1.367 2.437 3.302  -0.200
C 2.272 2.874 2.152  -0.274
S 1.501 2.625 0.515  0.981
O 0.415 1.547 0.772  -0.735
C 0.563 4.116 0.313  -0.416
C 1.161 5.137 -0.417  -0.062
C 0.473 6.330 -0.578  -0.027
C -0.797 6.480 -0.035  -0.024
C -1.390 5.442 0.674  -0.038
C -0.710 4.247 0.860  -0.095
C 0.599 -2.467 4.030  -0.417
C -0.079 -3.533 4.614  -0.070
C 0.654 -4.588 5.141  -0.033
C 2.038 -4.570 5.071  -0.022
C 2.707 -3.503 4.473  -0.034
C 1.991 -2.442 3.950  -0.077
H 0.308 0.054 5.215  0.118
H -0.641 1.022 4.098  0.086
H 1.634 0.432 2.581  0.025
H 2.329 0.709 4.168  0.131
H 1.650 2.988 4.199  0.139
H 0.339 2.730 3.080  0.097
H 3.207 2.314 2.127  0.090
H 2.510 3.939 2.174  0.113
H 2.144 5.011 -0.853  0.123
H 0.924 7.138 -1.137  0.128
H -1.330 7.411 -0.169  0.128
H -2.380 5.570 1.091  0.122
H -1.157 3.431 1.415  0.103
H -1.160 -3.533 4.668  0.116
H 0.142 -5.417 5.610  0.126
H 2.606 -5.390 5.489  0.128
H 3.787 -3.499 4.428  0.124
H 2.510 -1.614 3.486  0.101
I 3.177 -0.555 0.108  0.968
C 3.255 0.048 -1.920  -1.051
I 1.305 0.409 -2.685  0.942
H 3.720 -0.737 -2.505  -0.019
H 3.807 0.978 -1.985  -0.016
Br -2.642 -1.078 -2.073  0.899
C -3.424 -0.477 -0.452  -0.706
C -4.794 -0.411 -0.314  -0.047
C -5.285 0.059 0.897  0.011
C -4.398 0.443 1.892  -0.002
C -3.043 0.332 1.652  -0.108
N -2.555 -0.136 0.495  -0.097
H -5.449 -0.711 -1.119  0.128
H -6.353 0.128 1.054  0.139
H -4.751 0.824 2.840  0.130
H -2.313 0.633 2.392  0.092
O -1.356 1.725 -1.300  -0.203
H -1.903 1.875 -2.082  0.070
H -1.199 2.590 -0.893  0.035
C 1.685 -3.510 -2.685  -0.127
C 0.234 -3.379 -2.223  -0.396
P 0.071 -2.820 -0.490  0.882
C -1.490 -3.487 0.238  -0.396
C -2.133 -4.661 -0.501  -0.118
C 1.389 -3.678 0.430  -0.417
C 1.197 -5.196 0.498  -0.101
H 1.717 -3.677 -3.760  0.097
H 2.181 -4.353 -2.208  0.079
H 2.266 -2.611 -2.470  0.023
H -0.271 -4.343 -2.305  0.087
H -0.318 -2.685 -2.858  0.034
H -2.215 -2.679 0.342  0.028
H -1.210 -3.770 1.257  0.078
H -2.501 -4.360 -1.482  0.070
H -2.985 -5.024 0.072  0.093
H -1.448 -5.496 -0.635  0.073
H 1.410 -3.243 1.432  0.046
H 2.338 -3.434 -0.044  0.025
H 0.305 -5.472 1.058  0.073
H 2.053 -5.641 1.006  0.092
H 1.138 -5.649 -0.492  0.078

Charge = +3
DFT total energy = -157092.7600 eV
Max |F| = 0.17 eV/A
Energy above the lowest of the compared OMol25 structures with the same formula, charge and spin = 1.9 kcal/mol
Multiplicity = 6
⟨S²⟩ = 8.76
Gap between HOMO and LUMO (spin up / spin down) = 0.3127 / 0.2495 Ha